[1]
DFT (ωB97M-V with the def2-TZVPD basis set) results for a molecular structure, C31H29ClFHgN4O4SSi.

The largest force on an atom is 0.23 eV/A. The value obtained for the LUMO energy (spin up / spin down) is 4.28 / 4.27 eV. For the calculated total energy, the calculation gives -84899.929 eV. Its net charge is -2. The expectation value of S² is 0.7718. The spin multiplicity is 2.

Geometry (Å):
Hg: 0.023 -0.130 0.173
Cl: 3.006 -1.529 -6.545
C: 2.423 -0.822 -5.051
C: 1.744 0.409 -5.084
C: 1.309 0.959 -3.910
C: 1.483 0.327 -2.642
O: 1.051 0.908 -1.582
C: 2.139 -0.946 -2.651
C: 2.291 -1.789 -1.501
N: 1.844 -1.586 -0.313
C: 2.064 -2.556 0.680
C: 3.287 -3.218 0.829
C: 3.465 -4.133 1.855
C: 2.440 -4.392 2.753
C: 1.202 -3.731 2.654
C: 0.129 -3.923 3.564
C: -1.046 -3.176 3.395
C: -1.157 -2.303 2.342
N: -0.175 -2.129 1.415
C: 1.005 -2.802 1.587
C: 2.609 -1.478 -3.872
H: 1.514 0.886 -6.029
H: 0.756 1.890 -3.919
H: 2.803 -2.741 -1.694
H: 4.104 -2.977 0.159
H: 4.421 -4.633 1.968
H: 2.587 -5.098 3.563
H: 0.244 -4.617 4.388
H: -1.873 -3.277 4.087
H: -2.049 -1.704 2.203
H: 3.107 -2.442 -3.865
C: 1.827 0.505 2.871
Si: 0.618 1.910 2.622
C: -0.015 2.391 4.336
C: 1.584 3.357 1.903
N: -0.668 1.377 1.601
C: -1.881 1.996 1.533
C: -2.128 3.322 1.959
C: -3.379 3.914 1.892
C: -4.470 3.228 1.377
C: -4.275 1.923 0.937
C: -3.028 1.354 1.030
F: -2.904 0.059 0.607
H: 2.620 0.836 3.550
H: 2.307 0.177 1.945
H: 1.340 -0.366 3.319
H: 0.783 2.263 5.072
H: -0.844 1.738 4.623
H: -0.364 3.424 4.396
H: 2.422 3.630 2.552
H: 0.964 4.245 1.758
H: 1.988 3.073 0.927
H: -1.294 3.902 2.333
H: -3.493 4.936 2.233
H: -5.446 3.691 1.308
H: -5.081 1.331 0.524
N: -1.383 -1.333 -1.575
C: -1.488 -0.917 -2.930
C: -2.079 0.310 -3.220
C: -2.167 0.745 -4.532
C: -1.655 -0.028 -5.568
C: -1.062 -1.245 -5.278
C: -0.981 -1.692 -3.964
S: -1.694 0.612 -7.242
O: -0.577 1.553 -7.279
O: -1.511 -0.555 -8.095
O: -2.999 1.250 -7.363
H: -1.062 -2.286 -1.462
H: -2.240 -1.201 -1.053
H: -2.449 0.927 -2.407
H: -2.630 1.695 -4.766
H: -0.665 -1.836 -6.093
H: -0.506 -2.641 -3.740

Results of the Mulliken charge analysis, in e, for atoms 1 through 6: 2.44 -0.31 0.36 -0.66 -0.34 0.25

=====

[2]
DFT (ωB97M-V with the def2-TZVPD basis set) results for a molecular structure, C18H20Cl3MnN4O5S.

The largest force on an atom is 0.11 eV/A. The value obtained for the LUMO energy (spin up / spin down) is 2.59 / 2.59 eV. For the calculated total energy, the calculation gives -114915.947 eV. Its net charge is -1. The expectation value of S² is 8.7539. The spin multiplicity is 6.

Geometry (Å):
Mn: 1.856 -0.318 1.403
N: 2.557 -0.909 3.508
C: 3.986 -1.257 3.480
C: 4.657 -1.026 2.109
O: 5.855 -1.269 2.039
O: 3.895 -0.616 1.167
H: 2.361 -0.135 4.129
H: 1.978 -1.687 3.796
H: 4.123 -2.312 3.715
H: 4.553 -0.692 4.221
Cl: -0.621 6.817 2.136
C: -0.136 5.199 1.694
C: 0.817 4.538 2.447
C: 1.183 3.257 2.086
Cl: 2.412 2.446 3.020
C: 0.637 2.555 0.984
O: 0.965 1.363 0.652
C: -0.318 3.307 0.254
Cl: -1.033 2.557 -1.143
C: -0.705 4.588 0.590
H: 1.274 5.013 3.303
H: -1.445 5.102 -0.007
S: -0.848 -3.344 2.034
C: -3.699 0.769 -3.178
C: -3.678 -0.733 -2.935
N: -2.458 -1.173 -2.263
C: -2.598 -1.652 -0.888
C: -2.937 -0.555 0.106
C: -1.353 -1.305 -3.036
O: -1.383 -1.150 -4.252
C: -0.045 -1.624 -2.372
C: 0.838 -2.498 -2.990
C: 2.069 -2.739 -2.405
C: 2.386 -2.088 -1.223
N: 1.549 -1.230 -0.644
C: 0.367 -0.995 -1.209
H: -4.624 1.061 -3.679
H: -2.860 1.056 -3.811
H: -3.627 1.315 -2.236
H: -3.763 -1.264 -3.885
H: -4.516 -1.029 -2.303
H: -1.686 -2.159 -0.585
H: -3.384 -2.416 -0.882
H: -2.182 0.232 0.100
H: -2.968 -0.980 1.109
H: -3.905 -0.099 -0.117
H: 0.552 -2.968 -3.922
H: 2.780 -3.419 -2.854
H: 3.336 -2.228 -0.720
H: -0.251 -0.259 -0.709
O: -0.178 -0.934 2.196
N: 0.217 -2.111 1.975

Results of the Mulliken charge analysis, in e, for atoms 1 through 6: 0.95 -0.40 -0.41 0.44 -0.75 -0.62

=====

[3]
DFT (ωB97M-V with the def2-TZVPD basis set) results for a molecular structure, C16H27InN2O4Te.

The largest force on an atom is 0.50 eV/A. The value obtained for the LUMO energy is -6.48 eV. For the calculated total energy, the calculation gives -40652.635 eV. Its net charge is +2.

Geometry (Å):
In: -0.897 0.736 0.029
C: -2.977 -1.138 1.315
N: -1.717 -0.471 1.733
C: -0.802 -1.523 2.267
C: -1.961 0.530 2.812
C: -2.466 1.854 2.264
N: -1.518 2.461 1.283
C: -2.226 3.541 0.547
C: -0.323 3.051 1.951
H: -3.395 -1.708 2.148
H: -2.766 -1.824 0.496
H: -3.713 -0.403 0.991
H: -1.280 -1.996 3.126
H: 0.145 -1.082 2.559
H: -0.619 -2.272 1.500
H: -1.018 0.670 3.339
H: -2.677 0.129 3.534
H: -2.646 2.560 3.079
H: -3.417 1.714 1.745
H: -2.540 4.315 1.249
H: -3.111 3.141 0.055
H: -1.563 3.985 -0.193
H: -0.640 3.781 2.698
H: 0.290 3.552 1.204
H: 0.273 2.277 2.431
O: 1.077 0.042 0.657
C: 1.393 -0.229 -0.552
O: 0.553 0.154 -1.441
C: 2.626 -0.946 -0.888
C: 2.545 -2.101 -1.652
C: 3.696 -2.822 -1.980
C: 4.891 -2.307 -1.544
O: 6.128 -2.804 -1.738
C: 7.047 -1.875 -1.144
O: 6.260 -0.866 -0.494
C: 4.969 -1.136 -0.791
C: 3.854 -0.432 -0.430
H: 1.583 -2.458 -1.995
H: 3.652 -3.736 -2.554
H: 7.651 -1.415 -1.926
H: 7.652 -2.393 -0.404
H: 3.919 0.459 0.177
C: -4.236 -0.078 -2.022
Te: -2.515 1.148 -2.293
C: -1.518 -0.172 -3.622
H: -3.986 -0.982 -1.478
H: -4.584 -0.325 -3.023
H: -4.999 0.498 -1.506
H: -2.157 -0.242 -4.499
H: -1.378 -1.138 -3.150
H: -0.559 0.273 -3.871

Results of the Mulliken charge analysis, in e, for atoms 1 through 6: 1.62 -1.05 -0.09 -1.15 -0.76 -0.75

=====

[4]
DFT (ωB97M-V with the def2-TZVPD basis set) results for a molecular structure, C4H28BO22Rb in a non-equilibrium geometry.

The largest force on an atom is 8.52 eV/A. The value obtained for the LUMO energy is -1.20 eV. For the calculated total energy, the calculation gives -50985.148 eV.

Geometry (Å):
Rb: -4.603 -0.042 -3.425
O: 2.230 3.344 -0.510
C: 1.855 2.355 -1.071
O: 0.653 2.094 -1.243
B: 0.541 0.685 -1.627
O: 1.959 0.193 -1.636
C: 2.624 1.116 -1.218
O: 3.836 1.031 -0.978
O: -0.340 0.433 -2.823
C: -1.236 -0.374 -2.518
O: -2.193 -0.733 -3.117
C: -1.041 -0.729 -1.110
O: -0.189 -0.024 -0.610
O: -1.812 -1.428 -0.458
O: -1.283 -1.066 2.426
H: -1.460 -1.814 1.864
H: -1.637 -1.434 3.245
O: -0.604 3.876 0.970
H: -0.379 3.559 0.081
H: 0.138 3.765 1.552
O: 3.175 -0.729 1.488
H: 3.208 -1.117 2.345
H: 3.850 -0.060 1.420
O: -4.569 -1.009 -0.657
H: -4.356 -0.066 -0.715
H: -3.744 -1.423 -0.825
O: -2.454 1.136 1.367
H: -2.401 1.949 1.871
H: -1.918 0.351 1.723
O: 1.008 0.861 1.728
H: 1.730 0.200 1.761
H: 0.368 0.586 1.084
O: 4.555 -1.958 -0.863
H: 5.436 -1.666 -1.085
H: 4.145 -1.161 -0.502
O: -3.913 -2.189 1.815
H: -3.942 -2.143 0.891
H: -3.631 -3.014 2.052
O: 1.425 -2.564 -1.927
H: 1.430 -2.436 -0.988
H: 2.042 -1.910 -2.255
O: 4.760 1.681 1.442
H: 4.614 1.767 0.479
H: 5.427 1.005 1.410
O: -3.139 1.354 -1.123
H: -2.893 1.365 -0.202
H: -3.463 2.251 -1.143
O: -1.285 -3.819 0.999
H: -0.400 -3.498 0.811
H: -1.773 -3.233 0.456
O: 2.988 5.647 1.317
H: 3.767 5.185 1.590
H: 2.780 5.386 0.428
O: -3.440 -3.821 -0.924
H: -2.575 -3.727 -1.321
H: -3.867 -3.989 -1.741

Results of the Mulliken charge analysis, in e, for atoms 1 through 6: 1.02 -0.54 0.25 -0.48 0.83 -0.39

=====

[5]
DFT (ωB97M-V with the def2-TZVPD basis set) results for a molecular structure, C17H17BEuN8O6 in a non-equilibrium geometry.

The largest force on an atom is 8.68 eV/A. The value obtained for the LUMO energy (spin up / spin down) is -0.91 / -0.91 eV. For the calculated total energy, the calculation gives -62111.548 eV. The expectation value of S² is 15.7601. The spin multiplicity is 8.

Geometry (Å):
H: 0.375 -2.158 -2.370
N: -1.136 -0.687 -2.241
B: -3.154 0.883 -2.717
N: -2.213 -0.346 -3.001
C: -2.269 -1.179 -4.070
Eu: -0.724 0.296 -0.559
H: -3.064 -1.062 -4.805
C: -1.205 -2.079 -4.001
H: -0.963 -2.878 -4.700
C: -0.514 -1.731 -2.829
H: -4.089 0.786 -3.483
C: 1.405 2.677 1.684
H: 2.193 2.596 2.444
H: 0.424 2.510 2.306
H: 1.280 3.705 1.313
N: -2.427 2.217 -2.959
N: -3.668 0.782 -1.260
N: -1.287 2.567 -2.303
N: -2.834 0.548 -0.217
C: -2.764 3.162 -3.887
C: -4.939 0.928 -0.806
H: -3.657 3.046 -4.502
H: -5.752 1.122 -1.504
C: -1.807 4.170 -3.838
C: -4.930 0.784 0.582
C: -0.911 3.740 -2.829
C: -3.581 0.541 0.903
H: -1.770 5.081 -4.434
H: -5.780 0.836 1.261
H: -0.011 4.237 -2.457
H: -3.116 0.349 1.870
H: 1.624 2.008 0.831
O: 2.200 -1.151 -0.479
C: 1.897 -0.897 0.774
O: 0.798 -0.234 1.048
C: 2.700 -1.472 1.878
C: 2.254 -1.356 3.206
C: 2.967 -1.946 4.265
C: 4.151 -2.650 3.976
C: 4.620 -2.774 2.655
C: 3.882 -2.182 1.612
N: 5.823 -3.498 2.376
O: 6.443 -4.006 3.261
O: 6.219 -3.604 1.255
N: 2.489 -1.845 5.610
O: 1.475 -1.261 5.850
O: 3.085 -2.363 6.505
H: 1.336 -0.822 3.416
H: 4.706 -3.110 4.784
H: 4.224 -2.281 0.589

Results of the Mulliken charge analysis, in e, for atoms 1 through 6: 0.51 0.20 0.06 -0.24 -0.07 1.10

=====

[6]
DFT (ωB97M-V with the def2-TZVPD basis set) results for 14 unconnected molecules or ions with the total composition H28O14 in a non-equilibrium geometry.

The largest force on an atom is 3.38 eV/A. The value obtained for the LUMO energy is -0.37 eV. For the calculated total energy, the calculation gives -29118.698 eV.

Geometry (Å):
O: -2.339 2.514 1.144
H: -2.812 1.680 1.184
H: -1.987 2.835 1.978
O: 0.364 -0.345 4.456
H: -0.380 0.250 4.358
H: 1.032 0.031 5.017
O: 1.400 1.989 -0.631
H: 2.060 2.610 -0.328
H: 1.679 1.699 -1.503
O: -2.641 2.248 -3.088
H: -2.936 2.765 -2.349
H: -1.738 1.973 -3.223
O: -0.705 -3.904 -0.198
H: -1.612 -4.191 -0.138
H: -0.504 -2.958 -0.271
O: -1.018 0.884 -1.383
H: -1.790 0.619 -0.873
H: -0.235 0.846 -0.918
O: -2.641 -0.461 0.565
H: -1.929 -0.812 -0.016
H: -3.451 -0.459 0.040
O: 4.012 -0.007 -0.506
H: 3.951 -0.949 -0.551
H: 3.928 0.258 0.413
O: 2.013 -4.219 -2.195
H: 1.314 -4.591 -2.734
H: 1.647 -3.857 -1.383
O: -0.045 2.499 2.893
H: 0.749 2.181 3.325
H: -0.071 2.314 1.950
O: -0.669 4.727 -0.001
H: -1.594 4.591 -0.206
H: -0.475 3.900 0.451
O: 1.500 -3.983 1.904
H: 1.768 -4.857 1.605
H: 0.574 -3.982 1.617
O: 1.097 0.066 -4.315
H: 1.208 -0.880 -4.447
H: 1.303 0.245 -3.406
O: -0.246 -1.357 0.441
H: -0.060 -1.175 1.369
H: 0.278 -0.736 -0.048

Results of the Mulliken charge analysis, in e, for atoms 1 through 6: -0.57 0.27 0.34 -0.62 0.34 0.30